Entry 1:
{"formula": "C4H11BeO2", "method": "ωB97M-V/def2-TZVPD", "species": ["C", "O", "C", "C", "O", "C", "H", "H", "H", "H", "H", "H", "H", "H", "H", "H", "Be", "H"], "coordinates": [[-2.282893, 0.773648, -0.760729], [-0.919122, 0.626855, -0.338211], [-0.294093, -0.589748, -0.772690], [1.168483, -0.516408, -0.406003], [1.254009, -0.081150, 0.960324], [2.530856, -0.291011, 1.574391], [-2.637925, 1.734135, -0.375307], [-2.314854, 0.807731, -1.856187], [-2.869163, -0.085193, -0.409573], [-0.400362, -0.685131, -1.860999], [-0.790870, -1.435642, -0.276968], [1.713282, 0.199605, -1.037320], [1.621268, -1.511176, -0.502361], [3.303413, 0.250764, 1.014092], [2.468319, 0.090741, 2.597220], [2.747816, -1.365509, 1.587635], [-0.021406, 1.010377, 1.029419], [-4.276766, 1.067117, -0.166739]], "forces_ev_per_a": [[-0.298, 0.256, -0.342], [1.708, -0.069, 0.886], [-0.019, -0.869, -0.600], [0.433, -0.452, -0.811], [-1.676, 0.480, -0.596], [0.765, 0.160, 0.606], [0.253, -0.364, 0.057], [0.111, -0.028, 0.221], [0.274, 0.278, 0.064], [0.027, -0.013, 0.246], [0.099, 0.157, -0.137], [-0.095, -0.188, 0.109], [-0.086, 0.227, -0.003], [-0.225, -0.125, 0.133], [-0.017, -0.077, -0.298], [-0.148, 0.267, -0.045], [-0.110, 0.237, 0.366], [-0.995, 0.123, 0.145]], "charge": 1, "gap_ha": [0.3675, 0.2597], "lumo_ev": [-3.797, -3.579], "max_force_ev_per_a": 1.9, "relative_energy_ev": 2.170}

Entry 2:
{"formula": "C2H7N3", "method": "ωB97M-V/def2-TZVPD", "species": ["C", "N", "C", "N", "N", "H", "H", "H", "H", "H", "H", "H"], "coordinates": [[2.223674, 0.122662, 0.009444], [0.991941, -0.610903, 0.090095], [-0.070523, 0.043456, -0.194246], [-1.291571, -0.549249, -0.239753], [-2.373264, 0.288006, 0.089633], [2.866328, -0.228385, -0.800115], [2.807374, -0.029830, 0.931632], [2.054302, 1.197389, -0.133684], [-0.126375, 1.105744, -0.449039], [-1.267253, -1.512154, 0.109463], [-3.166424, 0.031675, -0.472442], [-2.648204, 0.141593, 1.059011]], "forces_ev_per_a": [[0.533, 0.215, 0.347], [-1.130, 0.407, -0.377], [1.335, -0.244, 0.258], [-0.289, -0.817, 0.042], [-0.133, -0.274, 0.401], [-0.132, -0.104, -0.111], [-0.224, 0.126, -0.220], [0.144, 0.040, 0.026], [0.223, 0.043, 0.073], [-0.273, 0.486, -0.101], [-0.177, -0.028, -0.300], [0.123, 0.149, -0.039]], "smiles": "C/N=C/NN", "charge": 0, "gap_ha": 0.3653, "lumo_ev": 1.154, "max_force_ev_per_a": 1.4, "relative_energy_ev": 1.455}

Entry 3:
{"formula": "C8H16", "method": "ωB97M-V/def2-TZVPD", "species": ["C", "C", "C", "C", "H", "H", "H", "H", "H", "H", "H", "H", "C", "C", "C", "C", "H", "H", "H", "H", "H", "H", "H", "H"], "coordinates": [[1.705899, 1.338330, -1.287390], [1.370719, 0.489000, -0.330140], [0.000000, 0.000000, 0.000000], [2.424639, -0.033220, 0.598840], [2.723959, 1.716479, -1.434899], [0.903840, 1.788539, -1.883409], [-0.295750, 0.483780, 0.946100], [-0.040610, -1.093770, 0.136440], [-0.724270, 0.284140, -0.781860], [2.203749, 0.497020, 1.540469], [3.457149, 0.206640, 0.293880], [2.354979, -1.118730, 0.781650], [3.166419, -3.996829, 2.238969], [4.435028, -3.773359, 2.351809], [5.547647, -4.832258, 2.582349], [4.974408, -2.330479, 2.257559], [2.490979, -3.144729, 2.101449], [2.716239, -4.984998, 2.387519], [6.296018, -4.835958, 1.772079], [5.125048, -5.846817, 2.675579], [6.053848, -4.573768, 3.527619], [4.163538, -1.582869, 2.270719], [5.583088, -2.173399, 1.351230], [5.613528, -2.171899, 3.142429]], "forces_ev_per_a": [[-0.744, 0.743, -0.410], [1.083, -0.760, -0.109], [-0.602, 0.389, -0.285], [0.197, 0.158, 0.552], [-0.421, -0.335, 0.073], [0.425, -0.140, -0.040], [-0.124, -0.321, -0.217], [0.112, 0.426, -0.025], [0.206, -0.101, 0.368], [0.417, -0.430, 0.115], [-0.494, -0.028, 0.050], [-0.073, 0.407, -0.104], [-2.378, -0.551, 0.261], [3.356, 0.785, -0.238], [-0.998, 0.426, 0.146], [-0.128, -0.581, 0.284], [0.095, -0.458, 0.020], [0.188, 0.338, -0.262], [-0.327, 0.139, 0.282], [0.151, 0.418, -0.051], [-0.022, -0.194, -0.360], [0.330, -0.384, -0.014], [-0.146, -0.125, 0.341], [-0.101, 0.178, -0.376]], "smiles": "C=C(C)C.C=C(C)C", "charge": 0, "gap_ha": 0.3754, "lumo_ev": 0.921, "max_force_ev_per_a": 3.5, "relative_energy_ev": 0.937}

Entry 4:
{"formula": "C6H7ClO", "method": "ωB97M-V/def2-TZVPD", "species": ["C", "C", "C", "C", "Cl", "C", "C", "O", "H", "H", "H", "H", "H", "H", "H"], "coordinates": [[0.592944, 1.815143, -0.225693], [0.082939, 0.574246, -0.236984], [0.761076, -0.692230, -0.616926], [2.024837, -1.038681, -0.403527], [3.272568, -0.122455, 0.344276], [-1.350600, 0.412600, 0.180684], [-1.813756, -0.769721, 0.856029], [-2.096609, -0.529290, -0.521534], [0.035578, 2.660792, 0.108741], [1.610199, 1.979107, -0.512173], [0.104711, -1.411491, -1.067088], [2.354671, -1.967200, -0.802579], [-1.830912, 1.367327, 0.366516], [-1.064830, -1.586140, 0.979923], [-2.682823, -0.692000, 1.550339]], "forces_ev_per_a": [[0.338, -1.431, -0.134], [-0.227, 0.355, 0.332], [0.179, 1.396, 0.558], [-0.495, 0.127, -0.475], [-0.080, 0.104, 0.053], [1.219, 1.370, -0.159], [-0.180, -1.197, 0.772], [-0.813, -0.523, -0.422], [-0.468, 0.369, 0.065], [0.397, 0.167, -0.114], [-0.049, -0.374, -0.294], [0.433, -0.649, 0.044], [-0.239, -0.015, 0.050], [-0.840, 0.589, 0.323], [0.825, -0.288, -0.599]], "smiles": "C=C(/C=C\\Cl)[C@@H]1CO1", "charge": 0, "gap_ha": 0.3638, "lumo_ev": 0.800, "max_force_ev_per_a": 1.8, "relative_energy_ev": 2.622}

Repeat the second record exactly.
{"formula": "C2H7N3", "method": "ωB97M-V/def2-TZVPD", "species": ["C", "N", "C", "N", "N", "H", "H", "H", "H", "H", "H", "H"], "coordinates": [[2.223674, 0.122662, 0.009444], [0.991941, -0.610903, 0.090095], [-0.070523, 0.043456, -0.194246], [-1.291571, -0.549249, -0.239753], [-2.373264, 0.288006, 0.089633], [2.866328, -0.228385, -0.800115], [2.807374, -0.029830, 0.931632], [2.054302, 1.197389, -0.133684], [-0.126375, 1.105744, -0.449039], [-1.267253, -1.512154, 0.109463], [-3.166424, 0.031675, -0.472442], [-2.648204, 0.141593, 1.059011]], "forces_ev_per_a": [[0.533, 0.215, 0.347], [-1.130, 0.407, -0.377], [1.335, -0.244, 0.258], [-0.289, -0.817, 0.042], [-0.133, -0.274, 0.401], [-0.132, -0.104, -0.111], [-0.224, 0.126, -0.220], [0.144, 0.040, 0.026], [0.223, 0.043, 0.073], [-0.273, 0.486, -0.101], [-0.177, -0.028, -0.300], [0.123, 0.149, -0.039]], "smiles": "C/N=C/NN", "charge": 0, "gap_ha": 0.3653, "lumo_ev": 1.154, "max_force_ev_per_a": 1.4, "relative_energy_ev": 1.455}

Q: What is the formula in the first record?
A: C4H11BeO2